Molecular formula: C4H9N2
Method: DFT, the ωB97M-V functional and the def2-TZVPD basis

XYZ file:
```
15
C4H9N2 (the ωB97M-V functional and the def2-TZVPD basis)
C -2.922 -0.771 0.194
C -0.181 0.556 -0.032
C 2.120 -0.321 -0.008
C 0.712 -0.572 -0.337
N -2.434 0.207 -0.323
N 0.134 1.774 0.138
H -4.031 -1.045 0.124
H -2.313 -1.492 0.793
H 2.716 -1.103 0.306
H 2.091 0.421 0.874
H 2.676 0.132 -0.954
H 0.360 -0.682 -1.399
H 0.346 -1.536 0.144
H 1.110 1.889 -0.028
H -0.384 2.544 0.508
```

Properties
- F_max (eV Å⁻¹) = 4.76
- LUMO level (spin up / spin down) (eV) = -5.35 / -4.95
- ΔE to the lowest compared entry with this formula, charge and spin (kJ/mol) = 529.1
- orbital gap (spin up / spin down) (eV) = 8.7 / 9.3
- charge = +1
- multiplicity = 1